1.
One molecule with the formula C18H17ClN2O3 at a distorted geometry. Source: the Open Molecules 2025 dataset; level of theory: the ωB97M-V functional and the def2-TZVPD basis.

XYZ file:
```
41
C18H17ClN2O3, DFT the ωB97M-V functional and the def2-TZVPD basis
N 4.33 -1.37 -2.09
C 3.82 -1.97 -1.08
O 4.18 -1.87 -0.01
C 2.77 -2.99 -1.49
C 2.47 -3.69 -0.36
C 1.20 -3.18 0.32
O 0.70 -3.47 1.47
N 0.71 -2.22 -0.79
C -0.35 -1.38 -0.65
C -0.85 -0.95 0.72
C -2.02 -0.26 0.77
C -2.47 0.37 -0.47
O -3.40 1.48 -0.10
C -3.00 2.70 -0.18
C -2.35 3.12 0.87
C -2.84 3.31 2.23
C -2.03 3.65 3.18
C -0.69 3.36 3.31
C -0.14 3.15 2.06
C -0.82 2.85 1.03
Cl -0.10 2.59 -0.83
C -1.86 0.26 -1.62
C -1.04 -0.85 -1.67
C 1.61 -2.23 -1.87
H 4.00 -1.71 -3.09
H 5.12 -0.68 -1.83
H 3.10 -3.73 -2.31
H 2.08 -4.82 -0.67
H 3.08 -3.99 0.74
H -0.48 -1.44 1.61
H -2.23 0.22 1.67
H -3.97 3.34 -0.17
H -2.61 2.88 -1.27
H -3.82 3.37 2.27
H -2.71 3.84 4.14
H 0.05 3.85 4.16
H 0.95 3.22 1.99
H -2.37 0.45 -2.35
H -0.58 -1.02 -2.78
H 1.03 -2.82 -2.66
H 1.52 -1.37 -2.24
```

Summary:
LUMO level = 0.2 eV
electronic energy = -40575.5222 eV
energy relative to the best compared isomer or geometry (same formula, charge and spin) = 303.60 kcal per mole
spin multiplicity = 1
total charge = 0
structure (SMILES) = NC(=O)[C@H]1CC(=O)N(c2ccc(OCc3ccccc3Cl)cc2)C1

2.
One molecule with the formula C18H17ClN4S. Source: the Open Molecules 2025 dataset; level of theory: the ωB97M-V functional and the def2-TZVPD basis.

XYZ file:
```
41
C18H17ClN4S, DFT the ωB97M-V functional and the def2-TZVPD basis
N -1.55 -3.40 2.15
C -0.83 -2.72 1.23
N 0.34 -3.22 0.91
C 1.04 -2.59 -0.03
S 2.59 -3.30 -0.40
C 3.25 -2.05 -1.58
C 3.64 -0.80 -0.87
C 4.74 -0.79 -0.02
C 5.11 0.35 0.66
C 4.36 1.50 0.49
Cl 4.80 2.94 1.35
C 3.25 1.52 -0.34
C 2.90 0.37 -1.02
N 0.70 -1.51 -0.69
C -0.48 -0.96 -0.38
N -0.81 0.17 -1.04
C -1.95 0.74 -0.76
C -2.87 0.25 0.19
C -2.55 -0.89 0.89
C -1.33 -1.53 0.61
C -4.13 1.04 0.37
C -3.80 2.52 0.58
C -2.74 3.05 -0.41
C -2.33 2.01 -1.45
H -2.38 -3.02 2.56
H -1.10 -4.19 2.59
H 2.47 -1.87 -2.31
H 4.11 -2.55 -2.04
H 5.32 -1.70 0.11
H 5.96 0.35 1.32
H 2.67 2.42 -0.46
H 2.03 0.37 -1.66
H -3.23 -1.28 1.63
H -4.74 0.93 -0.53
H -4.71 0.66 1.22
H -3.44 2.65 1.60
H -4.72 3.10 0.49
H -3.11 3.94 -0.92
H -1.84 3.34 0.14
H -1.49 2.37 -2.05
H -3.17 1.81 -2.13
```

Summary:
LUMO level = 0.1 eV
electronic energy = -48261.8929 eV
energy relative to the best compared isomer or geometry (same formula, charge and spin) = 0.00 kcal per mole
spin multiplicity = 1
total charge = 0
structure (SMILES) = Nc1nc(SCc2ccc(Cl)cc2)nc2nc3c(cc12)CCCC3

3.
One molecule with the formula C18H17F2N3O2 at a distorted geometry. Source: the Open Molecules 2025 dataset; level of theory: the ωB97M-V functional and the def2-TZVPD basis.

XYZ file:
```
42
C18H17F2N3O2, DFT the ωB97M-V functional and the def2-TZVPD basis
C 2.78 3.14 1.67
C 1.39 2.53 1.89
C 1.31 1.08 1.31
C 0.07 0.34 1.74
O 0.15 -0.89 1.02
C -0.95 -1.68 1.02
C -2.20 -1.33 0.35
C -2.35 -0.18 -0.56
O -3.43 0.45 -0.47
C -1.24 0.23 -1.48
C -0.52 -0.69 -2.24
F -0.77 -2.00 -2.12
C 0.58 -0.28 -3.04
C 0.93 1.06 -3.11
C 2.08 1.56 -3.95
C 0.18 1.99 -2.38
C -0.90 1.61 -1.59
F -1.51 2.55 -0.87
C -3.32 -2.19 0.47
N -3.22 -3.37 1.25
C -2.00 -3.78 1.75
N -1.66 -4.84 2.43
N -0.33 -4.76 2.76
C 0.17 -3.64 2.29
C -0.85 -2.92 1.58
H 3.18 2.81 0.72
H 2.72 4.24 1.65
H 3.51 2.88 2.47
H 0.62 3.13 1.39
H 1.21 2.52 2.96
H 1.37 1.18 0.20
H 2.15 0.46 1.65
H 0.07 0.18 2.81
H -0.83 0.94 1.45
H 1.14 -1.02 -3.61
H 2.27 2.58 -3.70
H 1.83 1.53 -4.98
H 2.98 0.90 -3.85
H 0.38 3.04 -2.43
H -4.25 -1.95 -0.06
H -3.98 -4.04 1.25
H 1.25 -3.35 2.37
```

Summary:
LUMO level = -0.3 eV
electronic energy = -32940.2563 eV
spin multiplicity = 1
total charge = 0
structure (SMILES) = CCCCOc1c(C(=O)c2c(F)cc(C)cc2F)c[nH]c2nncc1-2

What is the spin multiplicity in the third record? 1